Formula: C22H17IN2O2STa
Source: the Open Molecules 2025 dataset
Level of theory: wB97M-V/def2-TZVPD

Computed properties:
LUMO energy in eV: -11.67
DFT total energy in eV: -50623.6394
Total charge: +3
Gap between HOMO and LUMO in eV: 6.084
Max |F| in Eh/bohr: 0.01367

```
46
Properties=species:S:1:pos:R:3:forces:R:3
Ta 0.4795 0.9436 0.9967 -0.39 -0.12 -0.57
C -1.7835 -0.3620 -6.9476 -0.01 0.00 0.03
C -1.5635 0.0397 -5.5286 0.00 -0.02 -0.03
C -0.8436 -0.7975 -4.6550 -0.01 0.01 -0.02
C -0.6076 -0.4314 -3.3557 0.01 0.03 0.05
C -1.1099 0.8078 -2.9153 -0.01 -0.04 -0.09
C -1.8345 1.6690 -3.7617 0.01 0.02 0.06
C -2.0508 1.2667 -5.0580 0.01 0.00 0.01
S -0.8391 1.3271 -1.3456 0.13 -0.16 0.14
O -1.4293 2.5738 -0.9784 0.02 -0.09 -0.08
O 0.7038 1.3021 -0.9842 -0.09 0.08 0.67
N -1.0990 0.1888 -0.1452 0.13 0.30 0.17
C -2.1062 0.3761 0.8451 0.12 -0.04 -0.12
C -3.4623 0.1999 0.8157 0.00 0.03 0.06
C -4.1264 0.3877 2.0284 0.01 -0.01 -0.05
C -3.4238 0.7196 3.1887 0.03 0.02 0.05
C -2.0595 0.8836 3.1373 -0.03 -0.01 -0.03
N -1.4168 0.7287 1.9575 0.08 0.03 0.03
H -1.7269 -1.4406 -7.0761 0.00 0.00 0.00
H -1.0047 0.0900 -7.5693 0.00 0.00 -0.01
H -2.7422 -0.0014 -7.3164 0.00 0.00 -0.01
H -0.4706 -1.7451 -5.0202 0.00 0.00 0.01
H -0.0495 -1.0803 -2.6932 0.00 0.00 0.01
H -2.2041 2.6197 -3.4011 0.00 0.00 0.00
H -2.6050 1.9116 -5.7272 0.00 0.00 0.00
H -3.9757 -0.0857 -0.0917 -0.01 0.00 0.01
H -5.2006 0.2583 2.0739 0.00 0.00 0.00
H -3.9395 0.8497 4.1298 -0.01 0.00 -0.01
H -1.4647 1.1395 4.0028 0.00 0.00 0.01
I 1.5560 2.6052 3.0161 -0.03 -0.02 -0.16
C 2.7572 0.9100 3.5303 0.03 0.00 0.03
C 3.6320 1.0699 4.5694 0.01 -0.08 -0.03
C 4.4645 -0.0133 4.9116 0.02 0.05 0.04
C 4.3973 -1.1847 4.2085 -0.01 0.00 -0.01
C 3.4877 -1.3334 3.1352 -0.04 0.05 -0.01
C 3.4346 -2.5330 2.3827 0.04 -0.01 0.02
C 2.5742 -2.7105 1.3195 -0.08 -0.04 0.00
C 1.7035 -1.6862 0.9703 0.12 -0.02 0.00
C 1.7077 -0.4667 1.6790 -0.05 0.17 -0.14
C 2.6242 -0.2675 2.7783 0.05 -0.09 0.01
H 3.7082 1.9946 5.1270 -0.02 0.01 -0.01
H 5.1609 0.1026 5.7308 0.00 0.00 0.00
H 5.0470 -2.0118 4.4655 0.00 -0.01 -0.01
H 4.1100 -3.3354 2.6582 0.00 0.00 0.00
H 2.5742 -3.6412 0.7694 -0.02 0.00 -0.01
H 1.0172 -1.8374 0.1426 0.01 -0.02 -0.01
```
Positions in Å, forces in eV/Å.

***

Formula: C22H17N5O3S2
Source: the Open Molecules 2025 dataset
Level of theory: wB97M-V/def2-TZVPD

Computed properties:
LUMO energy in eV: -0.98
DFT total energy in eV: -58351.0552
Total charge: 0
Gap between HOMO and LUMO in eV: 6.806
SMILES string: O=C(/C=C/c1ccc(C(=O)Nc2cccc(Nc3ncc(-c4cccnc4)s3)c2)s1)NO
Max |F| in Eh/bohr: 0.07040
Relative energy (zero: lowest compared OMol25 entry of this formula, charge and spin) in kcal per mole: 85.6

```
49
Properties=species:S:1:pos:R:3:forces:R:3
O 7.7294 4.5619 -6.2753 -1.54 -0.14 -0.50
C 6.4981 4.6624 -6.1061 2.68 2.04 -1.08
C 5.9210 4.0207 -4.9350 -2.37 -0.84 0.27
C 4.5801 3.8994 -4.7138 1.57 0.50 -0.82
C 4.1091 3.3040 -3.4872 -1.25 -0.56 0.19
C 4.7950 3.0920 -2.3255 -0.06 0.08 0.68
C 3.9616 2.5409 -1.3064 0.31 -0.07 0.02
C 2.6773 2.2310 -1.7010 1.56 0.99 -0.54
C 1.5730 1.6436 -0.9471 -2.68 -0.25 -0.06
O 0.5034 1.4228 -1.5310 1.27 -0.10 0.53
N 1.6993 1.4280 0.4152 2.98 1.70 -1.15
C 0.9065 0.7035 1.2704 -1.55 -1.80 -0.86
C 1.1311 0.8883 2.6015 0.01 -0.03 1.78
C 0.4814 0.0994 3.5464 -0.23 -0.63 -0.23
C -0.3931 -0.9047 3.1470 -0.51 -0.22 -0.80
C -0.6628 -1.1178 1.7596 1.18 1.68 0.87
N -1.4776 -2.0998 1.2601 -0.78 0.01 1.92
C -2.6210 -2.7211 1.7969 1.64 0.42 -1.13
N -3.1478 -3.4724 0.8912 -1.69 -1.27 0.30
C -4.2627 -4.1048 1.3982 0.14 0.74 0.43
C -4.5888 -3.7952 2.6865 -0.37 -0.46 -0.25
C -5.8070 -4.2277 3.3922 -0.04 -0.65 -0.28
C -6.6327 -5.2617 2.8911 -0.10 0.62 0.47
C -7.8034 -5.5821 3.5926 0.30 -0.57 -1.00
C -8.0631 -4.9608 4.7778 0.13 1.28 0.77
N -7.2653 -4.0011 5.2600 -0.55 -0.12 0.87
C -6.1913 -3.6427 4.6042 0.58 -0.62 -0.20
S -3.3979 -2.6978 3.3682 0.21 -0.08 -1.06
C -0.0152 -0.2915 0.8232 0.53 0.29 0.80
S 2.4550 2.7476 -3.3658 0.45 -0.23 0.81
N 5.7571 5.5387 -6.9011 0.15 -1.47 1.15
O 6.3658 6.2537 -7.9752 -0.95 -0.12 0.84
H 6.6252 3.5007 -4.2693 -0.20 0.62 -0.47
H 3.8595 4.2701 -5.4738 0.42 -0.35 0.73
H 5.8504 3.3594 -2.1615 -0.73 -0.08 -0.10
H 4.3543 2.4397 -0.2937 -0.23 -0.28 -0.24
H 2.5720 1.8162 0.8569 -1.48 -0.66 -0.77
H 1.8426 1.6211 2.9674 0.00 0.06 -0.24
H 0.7130 0.2052 4.6069 -0.14 0.10 -0.31
H -0.8857 -1.5411 3.8745 0.15 0.07 0.05
H -1.4992 -2.2012 0.2692 0.04 -0.11 -0.53
H -4.8663 -4.7423 0.7660 0.15 0.07 -0.03
H -6.3744 -5.8019 1.9810 -0.09 0.21 0.21
H -8.5255 -6.3077 3.2244 0.37 -0.05 -0.06
H -8.9277 -5.1571 5.4048 -0.02 -0.24 -0.29
H -5.5101 -2.9740 5.1296 -0.23 0.31 -0.26
H -0.1983 -0.4779 -0.2272 0.13 0.31 0.01
H 4.8583 5.8674 -6.4891 1.36 0.34 -1.35
H 7.2973 5.9667 -8.0781 -0.52 -0.42 0.91
```
Positions in Å, forces in eV/Å.

***

Formula: C22H17N5SSn
Source: the Open Molecules 2025 dataset
Level of theory: wB97M-V/def2-TZVPD

Computed properties:
LUMO energy in eV: -0.34
DFT total energy in eV: -47205.8301
Total charge: 0
Gap between HOMO and LUMO in eV: 5.498
Max |F| in Eh/bohr: 0.02760

```
46
Properties=species:S:1:pos:R:3:forces:R:3
Sn -0.1523 -1.0921 0.0306 0.20 -0.56 -0.08
C 0.7557 3.4692 0.5324 -0.19 0.29 0.33
C 0.8051 2.0945 0.3017 0.18 -0.03 -0.16
N 0.2056 1.2174 1.0694 -0.10 -0.35 -0.10
C -0.4936 1.6352 2.1314 -0.03 0.85 0.13
C -0.6559 3.0100 2.4186 0.18 -0.46 -0.23
C 0.0027 3.9304 1.5870 0.14 -0.21 -0.23
C -1.4449 3.4099 3.5352 -0.21 -0.14 0.43
C -1.9706 2.4912 4.3809 0.07 0.48 -0.13
C -1.7596 1.0990 4.1702 0.23 -0.33 -0.39
C -2.2168 0.1180 5.0646 0.03 -0.28 -0.17
C -2.0177 -1.2095 4.7643 -0.09 0.26 0.10
C -1.3622 -1.5344 3.5709 0.05 -0.06 0.02
N -0.8848 -0.6381 2.7433 0.25 0.05 0.06
C -1.0573 0.6608 3.0208 -0.50 0.00 0.70
H 1.2993 4.1471 -0.1064 0.02 0.02 -0.09
H 1.3572 1.6743 -0.5249 0.14 -0.09 -0.23
H -0.0750 4.9874 1.7977 -0.03 0.10 0.00
H -1.5985 4.4673 3.6963 -0.03 0.08 0.07
H -2.5657 2.7928 5.2317 0.00 0.08 0.06
H -2.7178 0.4151 5.9775 -0.04 0.01 -0.01
H -2.3588 -1.9905 5.4263 -0.02 -0.06 0.03
H -1.2035 -2.5662 3.2820 -0.04 -0.11 0.06
S -1.3535 0.2234 -2.3448 -0.06 0.42 -0.30
C -2.2279 -0.8786 -3.2189 1.40 0.21 0.04
N -1.5410 -1.8748 -3.9185 -0.77 0.02 0.06
C -2.1766 -2.6877 -4.7906 -0.13 0.05 0.07
C -3.5263 -2.5761 -4.9484 -0.03 0.14 0.05
C -4.1848 -1.6117 -4.1425 0.50 -0.26 -0.14
N -3.5573 -0.8188 -3.3221 -1.20 -0.04 -0.06
H -0.5473 -1.9362 -3.7398 0.05 0.04 -0.07
H -1.5756 -3.4005 -5.3390 0.06 0.02 0.09
H -4.0793 -3.1892 -5.6396 0.08 -0.09 -0.06
H -5.2592 -1.4964 -4.1881 -0.14 -0.06 -0.03
N 1.5518 -1.0512 -0.7902 -0.63 -0.09 0.25
C 2.8388 -1.0491 -1.1580 0.04 0.08 0.08
C 3.2763 -0.2880 -2.2613 -0.01 0.05 0.05
C 4.6015 -0.2739 -2.6350 0.15 -0.01 -0.09
C 5.5431 -1.0099 -1.9309 0.26 0.02 -0.12
C 5.1317 -1.7779 -0.8501 0.18 0.02 -0.08
C 3.8096 -1.8052 -0.4703 -0.01 0.03 0.11
H 2.5493 0.3085 -2.7931 -0.14 0.01 -0.09
H 4.9033 0.3127 -3.4943 0.06 0.07 0.00
H 6.5846 -0.9738 -2.2120 0.11 -0.05 -0.06
H 5.8638 -2.3569 -0.3026 0.03 -0.04 0.08
H 3.4845 -2.3774 0.3885 -0.01 -0.08 0.01
```
Positions in Å, forces in eV/Å.

***

Formula: C22H18AuFN3O5S2
Source: the Open Molecules 2025 dataset
Level of theory: wB97M-V/def2-TZVPD

Computed properties:
LUMO energy in eV: -5.04
DFT total energy in eV: -65886.7118
Total charge: +1
Gap between HOMO and LUMO in eV: 6.579
Max |F| in Eh/bohr: 0.02508
Relative energy (zero: lowest compared OMol25 entry of this formula, charge and spin) in kcal per mole: 10.0

```
52
Properties=species:S:1:pos:R:3:forces:R:3
Au 0.1199 1.0261 -0.5906 -0.09 0.14 0.22
S -3.9742 2.6906 -0.9220 0.11 -0.18 0.23
C -3.3208 2.6341 -2.4907 0.03 0.01 -0.13
C -2.0420 2.1503 -2.5356 -0.03 0.08 -0.02
C -1.5898 1.8397 -1.2398 -0.08 0.29 -0.15
C -2.5318 2.0480 -0.2570 0.30 -0.04 -0.11
C -2.2283 1.5799 1.0757 0.00 0.00 -0.05
C -3.0530 1.5291 2.1887 -0.04 0.08 -0.07
C -2.5786 0.9607 3.3573 0.00 -0.01 0.02
C -1.2915 0.4413 3.4098 -0.02 0.03 0.00
C -0.5071 0.5098 2.2792 0.02 0.13 -0.04
N -0.9720 1.0849 1.1638 0.14 -0.43 -0.03
H -3.9118 2.9903 -3.3203 0.02 -0.02 0.01
H -1.4777 2.0540 -3.4490 0.02 0.03 0.00
H -4.0594 1.9180 2.1234 0.00 0.00 0.00
H -3.2182 0.9123 4.2286 0.00 0.01 -0.01
H -0.8958 -0.0141 4.3056 0.00 0.01 -0.01
H 0.4997 0.1143 2.2377 -0.06 -0.07 0.01
F 0.8455 1.0447 -3.6037 0.14 0.04 -0.21
C 1.3448 1.6883 -2.5564 -0.99 0.03 0.82
C 2.3236 1.0939 -1.7780 0.26 0.38 0.01
N 3.0012 1.7920 -0.8417 0.03 -0.41 -0.43
C 3.7136 1.0067 0.1617 -0.10 -0.25 0.18
C 2.7619 0.0180 0.8926 0.44 0.09 -0.35
O 3.1828 -0.6092 1.8344 -0.26 0.29 -0.12
O 1.6166 -0.1824 0.2947 -0.26 -0.04 0.38
C 2.7081 3.1441 -0.5678 0.14 0.22 -0.01
O 3.1421 3.7072 0.3952 -0.01 -0.03 -0.08
N 1.9081 3.7661 -1.5137 0.02 0.01 0.14
C 1.1644 3.1816 -2.5246 0.19 -0.42 -0.12
O 0.4701 3.7911 -3.2812 -0.03 0.05 -0.12
H 2.5886 0.0548 -1.9190 0.05 0.02 -0.10
H 4.2439 1.6828 0.8221 -0.11 -0.07 0.17
H 4.4428 0.3724 -0.3445 0.08 0.09 -0.03
H 1.7919 4.7640 -1.3885 -0.03 0.02 0.04
C -2.0129 -3.4272 -1.8171 0.02 -0.05 -0.02
S -0.9778 -2.0632 -1.2757 -0.01 -0.26 -0.08
O -1.9161 -1.0767 -0.6485 0.08 0.20 0.09
C -0.1251 -2.8850 0.0590 -0.01 -0.03 -0.03
C -0.6739 -2.8499 1.3301 -0.04 0.00 0.01
C 0.0169 -3.4473 2.3739 -0.03 -0.01 0.02
C 1.2378 -4.0648 2.1381 0.00 0.01 0.04
C 1.7739 -4.0918 0.8593 0.07 0.00 0.00
C 1.0941 -3.4934 -0.1893 0.03 0.04 -0.04
H -2.4471 -3.9230 -0.9503 -0.02 0.06 -0.01
H -1.4098 -4.1244 -2.3982 0.01 -0.01 0.04
H -2.7899 -2.9917 -2.4436 0.03 0.00 -0.02
H -1.6242 -2.3525 1.4867 0.02 0.00 0.00
H -0.3987 -3.4362 3.3739 0.01 0.01 -0.02
H 1.7800 -4.5179 2.9571 -0.01 0.00 0.00
H 2.7335 -4.5585 0.6842 0.00 -0.02 -0.01
H 1.5213 -3.4823 -1.1859 -0.02 -0.02 0.00
```
Positions in Å, forces in eV/Å.

***

Formula: C22H18BrCaN8O3S
Source: the Open Molecules 2025 dataset
Level of theory: wB97M-V/def2-TZVPD

Computed properties:
LUMO energy in eV: 2.21
DFT total energy in eV: -140493.7260
Total charge: -1
Gap between HOMO and LUMO in eV: 7.194
Max |F| in Eh/bohr: 0.00796
Relative energy (zero: lowest compared OMol25 entry of this formula, charge and spin) in kcal per mole: 5.5

```
54
Properties=species:S:1:pos:R:3:forces:R:3
Ca 0.2040 0.0535 0.0171 -0.03 -0.07 0.20
O -0.7338 -1.9542 0.4532 0.00 -0.08 -0.13
C -0.7711 -2.9305 1.2804 0.00 0.08 0.08
C -1.7895 -3.9211 1.1713 0.05 0.03 0.02
C -1.8968 -4.9683 2.0528 -0.05 0.00 -0.04
C -0.9903 -5.1062 3.1064 0.02 -0.01 0.02
C 0.0183 -4.1729 3.2303 -0.03 -0.03 0.00
C 0.1643 -3.0934 2.3517 -0.01 0.01 0.00
C 1.2936 -2.1724 2.5193 0.06 -0.10 0.01
N 1.6007 -1.0988 1.8096 -0.18 -0.02 -0.06
C 2.7937 -0.6199 2.3004 -0.03 0.13 0.04
C 3.2039 -1.3809 3.3446 0.08 -0.12 -0.08
N 2.2554 -2.3729 3.4670 -0.07 0.07 0.03
H -2.4875 -3.8001 0.3517 -0.01 -0.01 0.00
H -2.6952 -5.6915 1.9275 0.00 -0.01 0.01
H -1.0690 -5.9254 3.8084 0.00 0.00 0.00
H 0.7122 -4.3047 4.0539 0.01 0.03 0.01
H 3.2790 0.2311 1.8507 -0.01 0.02 0.02
H 4.0716 -1.3334 3.9775 0.01 0.00 -0.01
H 2.2785 -3.1322 4.1196 0.02 0.00 0.01
N -1.9649 0.6951 1.4246 0.08 0.04 0.02
N -2.1825 2.0762 1.2197 0.02 0.02 -0.02
C -1.7633 2.6001 -0.0510 0.02 -0.05 0.09
O -2.1558 3.7310 -0.3240 -0.09 -0.02 0.02
O -1.0156 1.8285 -0.7249 0.04 0.13 -0.24
H -2.6876 0.1120 1.0099 0.02 -0.01 0.00
H -1.9269 0.5057 2.4176 0.01 -0.01 -0.01
H -3.0960 2.4243 1.4767 0.00 0.00 -0.02
Br -0.8864 -2.1042 -6.8115 0.00 -0.01 -0.03
C -0.6651 -1.5362 -5.0195 0.01 0.01 0.09
C -0.1297 -2.4037 -4.0845 0.00 0.00 0.00
C 0.0070 -1.9388 -2.7855 -0.04 -0.04 -0.03
N -0.3460 -0.7133 -2.4113 0.04 0.00 0.16
C -0.8566 0.1081 -3.3238 0.02 0.09 0.03
C -1.0401 -0.2588 -4.6496 -0.01 0.00 -0.02
H 0.1721 -3.4069 -4.3468 0.00 0.00 -0.02
H 0.4049 -2.5799 -2.0074 0.00 0.00 0.01
H -1.1203 1.0964 -2.9617 -0.01 0.00 -0.01
H -1.4589 0.4383 -5.3603 0.00 -0.01 -0.01
N 2.9829 6.5565 3.8291 -0.01 0.01 0.01
C 2.5762 5.6125 3.3160 0.02 0.01 0.03
C 2.0674 4.4234 2.6833 0.01 0.03 -0.04
C 1.5296 3.3971 3.4542 -0.02 -0.04 -0.05
C 1.0615 2.2760 2.7952 0.00 -0.01 0.06
N 1.0945 2.1377 1.4730 -0.05 -0.14 -0.09
C 1.6013 3.1270 0.7446 0.01 0.08 -0.02
C 2.1099 4.2910 1.3036 -0.05 -0.09 0.00
H 1.4796 3.4694 4.5310 0.01 0.02 0.00
H 0.6485 1.4433 3.3534 0.01 -0.01 0.00
H 1.6021 2.9862 -0.3280 0.00 -0.02 0.00
H 2.5288 5.0596 0.6718 0.00 0.03 0.02
S 4.8108 1.8046 -0.8721 -0.28 -0.19 0.00
C 3.4025 0.9489 -0.9264 0.32 0.25 0.06
N 2.3849 0.3742 -0.9253 0.06 0.00 -0.12
```
Positions in Å, forces in eV/Å.

***

Formula: C22H18BrN4ORuS
Source: the Open Molecules 2025 dataset
Level of theory: wB97M-V/def2-TZVPD

Computed properties:
LUMO energy (spin up / spin down) in eV: -12.46 / -12.46
DFT total energy in eV: -114548.1682
Total charge: +3
Gap between HOMO and LUMO (spin up / spin down) in eV: 4.454 / 4.427
Max |F| in Eh/bohr: 0.01243
Relative energy (zero: lowest compared OMol25 entry of this formula, charge and spin) in kcal per mole: 0.0

```
48
Properties=species:S:1:pos:R:3:forces:R:3
Ru 0.0721 0.0315 0.2479 -0.26 0.18 0.03
Br -6.3178 1.0853 3.7390 0.16 0.03 -0.10
C -4.7383 1.1819 2.8251 -0.04 -0.09 0.06
C -4.3614 2.3909 2.1838 0.01 0.12 -0.05
C -3.1880 2.4460 1.5095 -0.06 0.16 0.00
C -2.3241 1.2974 1.4050 0.47 0.15 -0.36
O -1.2677 1.4218 0.7092 -0.30 -0.45 0.34
C -2.7042 0.0706 2.0933 -0.07 -0.23 0.12
C -1.8643 -1.1099 2.1823 0.04 -0.04 0.06
N -0.7292 -1.2593 1.5948 0.00 0.09 -0.09
C 0.1003 -2.4012 1.8175 -0.08 0.09 0.10
C -0.0731 -3.3462 2.7992 -0.06 -0.03 -0.02
C 0.8136 -4.4325 2.9041 -0.02 -0.01 0.04
C 1.8615 -4.5640 2.0354 -0.01 0.00 0.01
C 2.0850 -3.5896 1.0340 -0.03 0.06 -0.05
C 3.1449 -3.6629 0.1022 0.06 0.07 -0.10
C 3.2935 -2.6805 -0.8435 0.02 -0.16 0.07
C 2.4025 -1.6071 -0.8471 -0.09 0.11 0.17
N 1.4083 -1.4910 0.0237 0.15 -0.09 -0.10
C 1.2125 -2.4920 0.9477 0.09 0.01 -0.15
C -3.8941 0.0497 2.7809 0.06 -0.07 0.00
H -5.0149 3.2508 2.2463 0.01 0.01 -0.01
H -2.8641 3.3493 1.0099 -0.01 0.02 0.00
H -2.2355 -1.8978 2.8303 -0.03 -0.01 -0.01
H -0.8803 -3.2749 3.5155 -0.01 -0.01 0.00
H 0.6568 -5.1650 3.6835 0.00 0.00 0.00
H 2.5365 -5.4070 2.1095 0.00 0.00 0.00
H 3.8305 -4.5007 0.1405 0.00 0.01 0.00
H 4.0862 -2.7156 -1.5764 0.00 -0.01 0.01
H 2.5062 -0.8077 -1.5692 0.00 0.01 0.01
H -4.2016 -0.8402 3.3165 0.03 0.00 -0.02
C 0.5268 3.0858 -5.1665 0.00 -0.01 0.01
C 0.6498 2.5129 -3.8018 -0.03 -0.02 -0.01
C 1.4669 2.9970 -2.8110 0.04 0.04 -0.03
C 1.4880 2.3920 -1.5493 -0.05 -0.11 0.05
N 0.7124 1.3181 -1.3186 0.04 0.26 -0.25
C -0.0928 0.8556 -2.2855 0.08 -0.07 0.30
S -0.9851 -0.4986 -1.7153 -0.10 -0.04 0.06
N -0.1299 1.4316 -3.4925 0.00 0.02 -0.09
C 2.3708 2.8862 -0.4625 0.01 0.02 -0.02
H 1.3876 3.7067 -5.4000 0.00 0.01 0.00
H -0.3685 3.7125 -5.2175 0.00 -0.01 -0.01
H 0.4378 2.3022 -5.9200 0.00 0.01 0.00
H 2.0980 3.8508 -3.0132 0.00 -0.01 0.01
H -0.7516 1.0531 -4.2019 0.00 -0.01 0.01
H 2.2697 3.9668 -0.3544 0.01 0.00 0.00
H 3.4135 2.6921 -0.7286 0.00 0.01 0.01
H 2.1547 2.4051 0.4881 -0.02 -0.01 0.00
```
Positions in Å, forces in eV/Å.